Record 1
Below is a 9-piece molecular cluster, C65H67BBr2N4O36P overall at a distorted geometry, with properties calculated with ωB97M-V/def2-TZVPD.

The geometry in XYZ format:
```
176
Properties=species:S:1:pos:R:3
C 6.56531 -5.69144 -0.31577
C 5.82991 -6.41595 -1.61669
C 6.19669 -5.70666 -3.05355
C 5.26052 -4.36230 -3.37972
C 6.29144 -3.06459 -3.37384
C 5.49495 -1.64877 -3.04006
C 6.48542 -0.53149 -2.27708
C 5.69841 0.40983 -1.19496
C 6.48959 1.65798 -0.54049
Br 5.73152 3.52284 -0.16518
C 7.92262 1.58648 -0.03504
C 8.84656 0.24433 -0.07555
Br 8.86126 3.19459 0.80951
C 5.35069 -0.59679 0.10444
C 4.36142 0.18660 1.20472
N 3.40524 1.17407 0.51938
C 3.19469 0.51838 -0.86024
N 2.05082 -0.22690 -1.16839
N 0.98334 -0.40011 -0.26017
C 0.88716 -1.83343 0.21486
C -0.39414 -2.65948 -0.45415
P 1.81066 -1.07770 -2.74598
O 0.26264 -0.70748 -3.45109
O 2.10419 -2.78890 -2.60890
N 4.34861 0.65978 -1.79963
B 4.24072 1.66523 -2.87814
O 4.99508 1.59918 -4.17238
O 3.30029 2.83575 -2.75934
C 3.98762 4.06251 -3.24562
H 6.23126 -6.31572 0.64509
H 7.73788 -5.75484 -0.35063
H 6.16300 -4.59765 -0.15309
H 4.67811 -6.45813 -1.39269
H 6.25448 -7.52506 -1.64433
H 6.02599 -6.51825 -3.89639
H 7.34622 -5.46218 -3.03524
H 4.75290 -4.52977 -4.42076
H 4.42491 -4.30835 -2.56117
H 7.10985 -3.30209 -2.56467
H 6.79944 -2.91239 -4.43654
H 5.08514 -1.15977 -4.04904
H 4.55733 -1.92607 -2.39841
H 7.08584 0.11943 -3.07493
H 7.31147 -1.24707 -1.79477
H 8.45649 -0.67094 0.53695
H 9.02267 -0.02910 -1.22386
H 9.94471 0.46273 0.33892
H 6.30336 -0.89373 0.71244
H 4.86934 -1.62561 -0.26337
H 5.09877 0.73546 1.95797
H 3.79678 -0.65217 1.79419
H 2.51445 1.27781 1.03940
H 0.11569 -0.21000 -0.81183
H 0.72157 -1.89923 1.38428
H 1.86758 -2.44332 -0.01713
H -0.46113 -3.77876 -0.05174
H -1.42417 -2.09417 -0.25176
H -0.31169 -2.74912 -1.62412
H 0.33434 0.19344 -3.92113
H 2.62952 -3.08921 -3.42624
H 4.44398 1.03167 -4.80649
H 3.85653 4.24714 -4.39927
H 3.62195 4.94588 -2.56949
H 5.16116 3.97141 -3.06216
C -1.94327 -5.92062 -3.08810
C -0.91144 -5.14091 -3.41688
C -0.82674 -4.49333 -4.75520
O 0.12420 -3.76690 -5.02173
C -1.90472 -4.76130 -5.71994
C -2.93471 -5.54383 -5.39217
C -3.03293 -6.16881 -4.04462
O -4.00104 -6.86845 -3.76637
O -3.94986 -5.80207 -6.29492
O 0.11779 -4.90514 -2.52401
H -2.01866 -6.39578 -2.11812
H -1.82177 -4.29878 -6.69510
H -4.57653 -6.39145 -5.82120
H 0.74131 -4.31096 -2.99566
C -10.07993 -5.33776 -6.75990
C -9.22726 -6.36219 -6.69490
C -7.75842 -6.15576 -6.82738
O -6.99831 -7.11407 -6.74447
C -7.27322 -4.78662 -7.06110
C -8.12632 -3.76281 -7.12952
C -9.59238 -3.96581 -6.96949
O -10.35002 -3.00265 -7.01893
O -7.67736 -2.47391 -7.35166
O -9.67830 -7.65485 -6.50074
H -11.14978 -5.47321 -6.66301
H -6.20490 -4.65310 -7.17339
H -8.48419 -1.91401 -7.35745
H -8.87102 -8.21381 -6.48893
C 7.52069 5.07454 5.76826
C 6.61467 5.79409 6.43316
C 5.66877 6.69662 5.72017
O 4.83467 7.33088 6.35657
C 5.78036 6.79434 4.25641
C 6.68874 6.07733 3.59204
C 7.61583 5.15436 4.30249
O 8.42790 4.49454 3.66270
O 6.80088 6.16640 2.21665
O 6.52102 5.72629 7.81111
H 8.21287 4.41290 6.27365
H 5.09869 7.46743 3.75243
H 7.52734 5.55175 1.97382
H 5.79062 6.33634 8.05327
C -13.91247 0.10726 -5.25099
C -12.94599 -0.80424 -5.37671
C -13.02260 -2.11496 -4.67403
O -12.12831 -2.94007 -4.82390
C -14.18676 -2.36693 -3.81041
C -15.15142 -1.45391 -3.68210
C -15.08800 -0.15488 -4.40642
O -15.99897 0.65693 -4.28290
O -16.24694 -1.68307 -2.87000
O -11.83680 -0.56391 -6.16669
H -13.87067 1.06315 -5.75779
H -14.22118 -3.31629 -3.29151
H -16.80152 -0.87615 -2.94625
H -11.28528 -1.37322 -6.09514
C -12.17181 4.69088 -8.95172
C -12.23589 3.76355 -7.99429
C -12.88428 4.04777 -6.68416
O -12.94470 3.16966 -5.83076
C -13.43049 5.39595 -6.46360
C -13.36321 6.32420 -7.41989
C -12.73957 6.03122 -8.73949
O -12.70904 6.89927 -9.60535
O -13.87210 7.59408 -7.21833
O -11.70212 2.50234 -8.18552
H -11.70543 4.49713 -9.90946
H -13.88305 5.59460 -5.50055
H -13.70368 8.07855 -8.05583
H -11.87595 2.01612 -7.35026
C 4.57937 -0.09948 7.89154
C 5.61120 0.68024 7.56276
C 5.69591 1.32782 6.22444
O 6.64685 2.05424 5.95791
C 4.61792 1.05984 5.25970
C 3.58794 0.27732 5.58747
C 3.48972 -0.34766 6.93502
O 2.52161 -1.04730 7.21327
O 2.57278 0.01908 4.68472
O 6.64044 0.91600 8.45563
H 4.50399 -0.57463 8.86152
H 4.70087 1.52237 4.28454
H 1.94612 -0.57030 5.15844
H 7.26396 1.51018 7.98398
C 8.92669 6.94236 11.76522
C 7.94017 6.41028 11.04106
C 6.53617 6.39780 11.53733
O 5.64789 5.91884 10.84122
C 6.27044 6.96667 12.86788
C 7.25768 7.49556 13.59333
C 8.65643 7.53273 13.08518
O 9.53934 8.04208 13.76724
O 7.01544 8.02944 14.84573
O 8.18696 5.85117 9.80066
H 9.95131 6.96015 11.41571
H 5.24873 6.93507 13.22404
H 7.88703 8.34919 15.16602
H 7.31441 5.53692 9.47790
C -2.08893 -2.21997 5.54676
C -3.34269 -1.95780 5.92105
C -3.64488 -0.90367 6.92858
O -4.80825 -0.67239 7.23856
C -2.51395 -0.17456 7.52356
C -1.26005 -0.43928 7.15168
C -0.96025 -1.47400 6.12425
O 0.20116 -1.68208 5.78961
O -0.19231 0.24026 7.70876
O -4.40850 -2.65663 5.38458
H -1.85515 -2.98190 4.81386
H -2.74641 0.57652 8.26759
H 0.60736 -0.13009 7.27533
H -5.20846 -2.28208 5.81360
```

Output
- relative energy (zero: lowest compared OMol25 entry of this formula, charge and spin) (kJ/mol) = 1168.4
- orbital gap (eV) = 6.403
- total charge = +1

---

Record 2
Below is C19H13ClF2N2O as an isolated structure at a distorted geometry, with properties calculated with ωB97M-V/def2-TZVPD.

The geometry in XYZ format:
```
38
Properties=species:S:1:pos:R:3
O -4.62266 -1.78645 -1.18526
C -3.44742 -1.41316 -0.85951
N -2.35031 -2.11833 -0.89601
C -1.12579 -1.96620 -0.54331
C -0.39750 -3.12250 -0.08364
C 0.82940 -2.79644 0.48947
C 1.38436 -1.59263 0.39918
C 0.70144 -0.45209 -0.50167
C -0.64008 -0.67718 -0.85759
H -1.10016 0.03179 -1.27108
H 1.10064 0.69436 -0.55428
C 2.79622 -1.15439 0.57939
C 3.47469 -0.09117 0.18878
C 4.08606 0.38205 -0.89307
C 4.53155 1.54180 -1.36704
N 4.37479 2.56097 -0.29707
C 3.89834 2.24074 0.80060
C 3.31484 1.12810 1.23914
H 2.98774 1.18630 2.06141
H 3.77400 3.32163 1.50474
H 4.97892 1.75011 -2.27774
H 4.04799 -0.42340 -1.47806
H 2.93104 -1.25081 1.82531
H 3.45890 -1.98796 0.41925
H 1.45516 -3.33006 0.65708
H -0.78612 -3.89054 0.23309
H -2.70332 -3.35598 -1.11594
C -3.39700 0.14070 -0.32269
C -3.89161 1.02374 -0.96689
C -3.69851 2.30913 -0.51307
C -3.28278 2.67741 0.66765
C -2.98153 1.47322 1.39959
C -2.99398 0.24883 1.04245
Cl -2.65116 -1.23076 2.04189
H -2.66567 1.61418 2.54382
F -3.16764 4.01266 1.24321
F -4.05266 3.38733 -1.53525
H -4.17018 0.91500 -1.81685
```

Output
- orbital gap (eV) = 8.121

---

Record 3
Below is a 2-piece molecular cluster, C5H12N2O2S overall at a distorted geometry, with properties calculated with ωB97M-V/def2-TZVPD.

The geometry in XYZ format:
```
22
Properties=species:S:1:pos:R:3
C 0.72515 -0.55537 0.78672
C -1.82813 -2.37286 -0.09154
C 1.78348 2.36176 -0.10281
C -1.28838 -1.30696 -0.95510
C -0.17487 0.41049 0.12095
N 1.74284 -1.02367 0.02433
N -1.13799 1.02446 0.84208
O 0.57338 -0.96127 1.93076
O -0.64407 2.69997 -1.10076
S 0.39880 1.65166 -1.21460
H -0.96755 -3.06088 0.34523
H -2.55440 -3.06775 -0.55136
H -2.35056 -2.03656 0.81696
H 2.20796 1.46601 0.29532
H 1.38343 3.09603 0.53815
H 2.40905 2.89251 -0.67250
H -0.42522 -1.56117 -1.64596
H -1.92799 -0.61326 -1.31554
H 2.05717 -0.61810 -0.88200
H 2.46966 -1.39651 0.59848
H -1.50482 1.90505 0.43766
H -0.94693 1.06642 1.79553
```

Output
- relative energy (zero: lowest compared OMol25 entry of this formula, charge and spin) (kJ/mol) = 285.9
- orbital gap (spin up / spin down) (eV) = 8.161 / 8.161